Record 1
51
Properties=species:S:1:pos:R:3:forces:R:3:lowdin_charge:R:1 method="wB97M-V/def2-TZVPD" multiplicity=1
O -18.99301 -17.27739 5.46225 0.3350 1.4995 -0.5591 -0.04
H -19.90248 -17.29780 5.73674 -0.2756 -0.4317 0.2637 0.06
H -18.56065 -18.12615 5.48452 -0.2487 -0.6840 0.3383 -0.02
O -18.48880 -19.95191 5.49544 -2.0839 0.3417 -1.5928 -0.04
H -18.71834 -19.92991 4.52406 0.3842 -0.0065 1.5085 0.11
H -17.62814 -20.30279 5.53804 1.8232 -0.5870 -0.0376 0.01
O -16.31393 -17.69079 6.92865 -1.2682 1.4978 0.9995 0.00
H -16.06101 -17.91576 6.06156 0.6265 -0.2564 -1.3472 -0.01
H -16.02518 -18.40151 7.47512 0.5504 -0.9109 0.7388 0.00
O -17.00081 -15.47967 4.72052 2.1034 1.7250 -1.1781 -0.01
H -17.20805 -15.34941 3.79387 -0.5409 -0.3437 0.1969 0.07
H -17.58219 -16.02788 5.18513 -2.0640 -1.4491 0.6051 -0.03
O -13.16829 -17.38540 5.36182 -0.2431 -0.6142 -0.8032 -0.06
H -12.88738 -17.51205 6.26826 0.2236 0.5220 1.0118 0.02
H -13.69136 -18.19590 5.23441 0.0818 0.0778 0.2255 0.00
O -12.87403 -16.94202 8.36747 4.7167 0.4718 -2.1260 -0.03
H -12.40791 -17.78687 8.48100 -0.5959 0.4276 0.1490 0.04
H -13.70400 -17.05747 8.70075 -3.6416 -0.6808 1.4667 -0.08
O -16.93933 -18.41731 3.29278 -0.7098 0.4243 0.9896 -0.04
H -16.74620 -18.93914 2.54254 0.1213 -0.9031 -1.5057 0.04
H -16.33080 -17.65772 3.19703 0.2455 0.3386 0.1661 0.02
O -13.30106 -19.63104 7.60732 1.3086 -0.3949 -0.5287 -0.03
H -12.77080 -20.43161 7.57972 0.7074 0.1007 -0.1658 0.06
H -14.10943 -20.02493 7.88769 -1.7310 0.1285 0.5530 -0.02
O -18.27166 -16.21936 8.40227 -0.4272 -0.0612 0.3298 -0.07
H -18.61167 -15.48213 7.87591 0.4569 -0.3110 0.0496 0.05
H -17.64472 -16.72485 7.85915 -0.3591 0.1224 -0.4505 -0.02
O -15.59473 -15.09653 8.56249 0.4935 0.5719 0.7646 -0.05
H -15.44142 -15.13532 7.62042 0.7381 0.4364 -1.0102 -0.02
H -16.23651 -15.77858 8.64800 -0.9586 -0.6127 0.5645 -0.04
O -17.12478 -19.03912 10.52585 1.1428 -0.9786 -0.2294 -0.03
H -17.75860 -18.47490 10.91888 -1.0128 0.9409 0.7902 0.05
H -17.36861 -19.02892 9.59710 -0.5324 -0.0630 -0.4768 -0.01
O -15.18682 -19.29680 5.04881 0.9143 -1.3127 0.7001 -0.04
H -14.85927 -20.15013 4.75924 0.5905 -0.3264 0.3530 0.08
H -15.82496 -19.13032 4.36962 -1.3452 0.9115 -1.1374 -0.02
O -18.76430 -19.32422 8.35896 -0.6378 -0.1682 0.4132 -0.04
H -19.68321 -19.09452 8.53651 0.0929 0.1460 0.5136 0.07
H -18.79373 -19.38292 7.41260 0.4321 -0.0554 -1.0277 -0.01
O -14.75837 -16.89917 3.15601 -1.6854 0.7842 -0.2328 0.00
H -14.21963 -17.16192 3.88165 0.9483 0.1477 1.4527 -0.01
H -14.30038 -17.22549 2.41370 0.9220 -0.3974 -1.5954 0.05
O -14.75591 -14.86770 5.93323 -0.2375 0.1202 -0.4997 -0.05
H -14.18152 -15.60801 5.78803 1.3699 -0.6606 0.5072 0.00
H -15.40302 -15.13043 5.25976 -0.6961 0.7055 0.2474 -0.01
O -14.83688 -17.72113 9.92152 2.0898 0.0958 -0.6907 -0.01
H -15.03446 -16.88174 10.28789 0.0811 1.6935 0.4121 0.04
H -15.60768 -18.18748 10.11177 -2.2049 -1.7540 0.6704 -0.04
O -15.95319 -20.27087 8.17416 -0.1119 -0.5152 -1.7315 -0.03
H -16.17264 -20.68377 8.99794 -0.3309 -0.3890 0.9288 0.06
H -16.36560 -20.82715 7.47063 0.4427 0.6363 1.0169 0.09


Record 2
17
Properties=species:S:1:pos:R:3:forces:R:3:lowdin_charge:R:1 method="wB97M-V/def2-TZVPD" multiplicity=1 total_charge=-1
C -0.45816 2.80509 -0.08199 1.1969 3.1382 -1.3890 -0.49
C 0.91441 1.43439 -1.46722 2.4014 1.1296 -1.2472 -0.44
C -0.56418 1.60008 0.69096 1.5484 -5.4405 -0.0429 0.06
C 0.07078 0.38500 -0.86839 -3.4990 4.9375 2.0927 -0.27
C 0.33532 -0.98253 -0.53678 -0.4425 -2.5810 -0.7581 -0.11
O -1.94070 1.92113 -1.97417 0.0043 -1.2857 0.5846 -0.31
O -0.95013 3.89413 0.08423 0.2487 -1.3697 0.1928 0.11
O 1.90461 1.35778 -2.19860 -1.8387 -0.7035 1.3721 0.08
O -1.46819 -0.26259 -2.98109 0.0502 0.2131 0.2615 -0.34
O -2.40629 -0.19224 -0.75175 -1.6808 -0.4414 0.9884 -0.36
O 0.49377 2.72376 -1.18051 -0.8663 -1.1723 1.6840 0.07
S -1.65810 0.49824 -1.75279 1.7264 0.4389 -1.4495 0.46
H 0.10690 1.21603 1.57930 -0.5991 1.6900 -2.0164 0.14
H -1.55445 1.22689 0.99538 0.1869 0.6719 -0.6948 0.09
H 0.49089 -1.42321 -1.57046 -0.2068 -0.1898 1.1115 0.11
H -0.63428 -1.44611 -0.07502 2.0169 0.7781 -0.8311 0.12
H 1.24804 -1.19028 0.03083 -0.2470 0.1867 0.1413 0.08


Record 3
98
Properties=species:S:1:pos:R:3:forces:R:3:lowdin_charge:R:1 method="wB97M-V/def2-TZVPD" multiplicity=1 total_charge=+1
Pt -0.64416 -0.25894 0.15110 1.5726 -0.7387 -0.2199 0.68
C -4.03816 -0.41233 -1.95388 0.2511 0.2069 0.3261 -0.26
As -2.22761 -1.01942 -1.47351 -0.4568 -0.8230 -0.0529 1.03
C -1.42883 -0.82862 -3.24986 0.2224 0.1955 0.1509 -0.27
C -2.50950 -2.97601 -1.33028 -0.0826 0.1120 0.0839 -0.30
C -1.36345 -3.82739 -0.72780 0.2785 0.1480 -0.1075 -0.68
C -0.01104 -3.30736 -1.20652 0.0794 0.1677 0.1087 -0.10
C -1.44560 -3.85106 0.80374 0.2352 0.2355 0.0611 -0.30
As -1.05988 -2.17937 1.84603 -1.4811 -0.4566 -1.3316 1.16
C -2.85388 -1.94534 2.63147 0.2015 0.2526 -0.0944 -0.28
C -0.28178 -3.05854 3.41862 0.5022 0.5636 -0.0717 -0.24
C -1.57129 -5.26788 -1.23504 -0.1296 -0.1781 0.2016 -0.37
As -0.43498 -6.89449 -0.79915 0.1534 0.2399 -0.1424 1.14
C 0.88473 -6.42821 0.61203 -0.1910 0.0764 -0.1094 -0.36
C 0.85507 -6.74680 -2.28864 -0.0475 0.0185 0.0949 -0.35
H -4.38669 -0.95111 -2.83807 0.1685 -0.0455 0.1181 0.04
H -3.97385 0.65180 -2.19328 -0.0321 -0.0875 0.0298 0.02
H -4.75134 -0.54408 -1.13954 0.1173 -0.0271 -0.0051 0.03
H -1.80585 -1.59851 -3.92597 -0.0540 0.0168 0.1714 0.04
H -0.34260 -0.88761 -3.19618 -0.0524 -0.0607 0.0638 0.02
H -1.69670 0.14974 -3.65255 -0.0240 -0.0316 0.0752 0.03
H -2.72479 -3.32310 -2.34791 0.0175 0.1503 0.0861 0.08
H -3.42238 -3.12896 -0.74174 0.0325 0.0737 -0.1073 0.08
H 0.16902 -2.27583 -0.85264 0.0731 -0.5145 -0.2817 0.00
H 0.02680 -3.32072 -2.29581 0.0871 -0.0143 -0.0961 0.09
H 0.79220 -3.93248 -0.82551 0.1127 -0.0605 -0.0335 0.06
H -0.72121 -4.58345 1.16401 -0.0145 0.1025 0.0521 0.04
H -2.43713 -4.21218 1.09635 0.0556 0.1213 0.1221 0.09
H -3.24950 -2.90475 2.97082 0.1779 0.0036 -0.0946 0.04
H -3.54533 -1.50826 1.90723 0.1153 0.0047 0.0555 0.02
H -2.76841 -1.29115 3.49916 -0.0511 0.0405 -0.0351 0.02
H -1.00796 -3.76473 3.82621 -0.1089 0.1139 -0.3006 0.05
H -0.05112 -2.29197 4.15520 0.0106 -0.0388 -0.0137 0.03
H 0.63227 -3.58710 3.15792 0.0310 0.0509 -0.0988 0.03
H -1.55891 -5.25847 -2.32990 0.0157 -0.0300 0.0178 0.06
H -2.58344 -5.57447 -0.94520 0.0760 -0.0642 -0.0389 0.06
H 0.43089 -6.41518 1.60096 -0.0712 -0.0164 0.0174 0.01
H 1.41613 -5.49430 0.44134 0.0111 0.0517 -0.0273 0.01
H 1.61415 -7.23841 0.60182 -0.0262 -0.0359 -0.0562 0.02
H 0.33649 -6.74820 -3.24479 -0.1087 -0.0001 -0.0102 0.02
H 1.51375 -7.61374 -2.27321 -0.0210 -0.0504 0.0747 0.02
H 1.46872 -5.85145 -2.21963 -0.0007 0.1011 0.0311 0.01
N 6.34260 -3.79748 1.47763 0.2036 -0.2106 -0.0817 0.12
C 5.35743 -2.87659 1.69073 -0.3531 0.1697 -0.0037 -0.32
C 5.23186 -1.77267 0.83588 -0.0394 0.0084 0.1163 -0.01
C 4.21744 -0.86017 1.02096 0.2674 -0.0561 -0.0363 -0.06
C 3.31488 -1.02562 2.05803 -0.5693 0.3423 -0.1132 -0.28
C 3.40181 -2.12202 2.89587 -0.0760 0.1435 0.0670 -0.06
C 4.41384 -3.04445 2.71364 0.1015 0.0481 -0.0420 -0.02
S 1.99223 0.16178 2.14505 -0.1087 -0.2645 0.7925 0.61
O 2.46281 1.46082 2.52165 0.2695 -0.1977 -0.1904 -0.26
O 0.89431 -0.36566 2.94091 0.6421 -0.3501 -0.0734 -0.43
N 1.42464 0.14318 0.61339 -1.7614 -1.0829 0.9853 -0.21
C 1.67594 1.09684 -0.27433 0.7762 1.4380 -1.4471 -0.50
N 0.67337 1.28679 -1.16582 -0.5599 -1.3376 1.2869 0.06
C 0.80412 2.25160 -2.05063 0.1017 0.5478 -0.5085 -0.11
C 1.95293 3.02236 -2.12528 -0.2347 -0.2510 0.0527 -0.05
C 2.96865 2.68639 -1.23981 -0.0828 0.0637 -0.3240 -0.12
N 2.84114 1.74406 -0.33287 -0.0292 -0.3252 0.4031 0.15
H 7.09067 -3.54919 0.85112 -0.0207 -0.0789 0.1456 0.10
H 6.57385 -4.43855 2.21649 0.0478 0.0336 -0.0507 0.10
H 5.94195 -1.64813 0.03039 0.0336 0.0561 -0.0717 0.11
H 4.10912 -0.00639 0.37251 0.1362 0.1147 -0.1486 0.09
H 2.67894 -2.23124 3.68780 -0.0804 -0.1179 0.1501 0.10
H 4.48338 -3.90510 3.36068 0.0134 -0.0995 0.1207 0.11
H -0.01798 2.40187 -2.73809 -0.0701 0.0238 -0.0168 0.12
H 2.05752 3.81200 -2.84716 0.0150 0.0676 -0.1380 0.11
H 3.93661 3.16801 -1.28574 0.0411 0.1508 0.0152 0.12
O -1.08833 1.77116 1.12261 0.1275 0.4088 -0.7134 -0.66
S -1.16815 2.02661 2.58667 -1.3285 1.3628 0.8150 0.99
C -2.99353 1.83907 2.97672 0.6868 -0.0082 -0.0064 -0.25
C -3.91052 2.62638 2.10961 -0.0434 0.0587 -0.0520 -0.29
C -4.65975 3.67109 2.64308 0.1169 -0.1106 -0.0271 -0.04
C -5.53623 4.38602 1.84821 -0.0415 0.0602 -0.0041 -0.07
C -5.66354 4.07266 0.50666 -0.0227 0.0569 -0.0599 -0.08
C -4.91391 3.04204 -0.03466 -0.0655 -0.0250 -0.0742 -0.07
C -4.04932 2.31420 0.76121 0.1151 -0.1160 -0.0658 -0.05
C -1.11620 3.88259 2.62634 0.0564 -0.7537 0.1861 -0.24
C 0.26992 4.27563 2.25434 0.2904 0.1010 0.0592 -0.30
C 1.30942 4.10045 3.16154 -0.0878 0.1596 -0.1314 -0.06
C 2.61125 4.38353 2.79752 0.0320 0.1103 0.0083 -0.08
C 2.88721 4.85975 1.52727 0.0070 0.0241 0.0256 -0.08
C 1.85560 5.04697 0.62367 0.0872 0.1098 -0.0436 -0.10
C 0.55377 4.75181 0.98085 -0.0990 -0.0806 0.0049 -0.04
H -3.11060 2.11117 4.02345 0.0520 -0.1084 0.1535 0.10
H -3.16242 0.77011 2.85201 0.0509 -0.0221 0.0968 0.06
H -4.56733 3.91312 3.69103 0.0270 0.0366 0.1567 0.12
H -6.12413 5.18261 2.27640 -0.0540 0.0921 0.0483 0.11
H -6.34701 4.62719 -0.11619 -0.0868 0.0744 -0.0716 0.11
H -5.01935 2.79841 -1.08100 -0.0068 -0.0261 -0.1273 0.10
H -3.46122 1.50762 0.33686 -0.0250 0.0128 0.0516 0.08
H -1.38073 4.17829 3.63894 -0.0803 0.0949 0.1112 0.11
H -1.85212 4.23272 1.90522 -0.1084 -0.0845 0.0474 0.10
H 1.09372 3.72545 4.14998 0.0043 -0.1023 0.1597 0.12
H 3.41322 4.21851 3.49767 0.1002 -0.0185 0.1106 0.11
H 3.90348 5.08607 1.24140 0.1044 0.0120 -0.0078 0.11
H 2.06736 5.42144 -0.36650 0.0037 0.0828 -0.0814 0.10
H -0.24684 4.89374 0.26938 -0.1202 -0.0118 -0.0715 0.12


Record 4
77
Properties=species:S:1:pos:R:3:forces:R:3:lowdin_charge:R:1 method="wB97M-V/def2-TZVPD" multiplicity=1
Pd -0.17528 -0.16265 -0.67271 -0.0137 0.2389 -0.4349 0.86
O 3.08161 2.66559 6.16734 -0.2391 0.3637 0.0137 0.09
C 2.74530 3.11671 4.93790 -0.4270 -0.2359 0.0774 -0.50
O 3.16655 4.16724 4.55539 0.0556 0.2785 -0.1070 0.13
C 1.87866 2.22011 4.08846 -0.4617 0.4412 0.2324 -0.14
C 1.22031 1.10402 4.58916 -0.6293 0.1895 0.0849 -0.07
C 0.49184 0.28144 3.74953 -0.0097 -0.0381 0.2090 -0.01
C 0.41797 0.56867 2.39423 -0.2655 -0.3650 -0.3758 -0.21
C 1.06024 1.68594 1.88813 0.0452 0.3156 0.0563 0.00
C 1.77557 2.51675 2.73925 -0.3289 0.0694 -0.1692 0.01
N -0.28576 -0.27300 1.45268 0.9112 0.8782 -0.0027 0.03
C -1.08054 -1.17234 1.83427 -0.8487 -0.7881 0.0888 -0.05
C -1.80626 -1.99431 0.82964 0.4397 0.5652 0.8543 -0.24
C -2.54519 -3.09388 1.19779 -0.2849 -0.4278 0.0566 -0.01
C -3.15607 -3.85190 0.20243 0.0349 -0.0076 0.3709 -0.05
C -2.99847 -3.46418 -1.10938 0.0226 0.1402 -0.2942 -0.04
C -2.24708 -2.32841 -1.39574 -0.0867 0.0247 -0.0088 -0.09
N -1.67497 -1.60275 -0.43818 0.0419 -0.0316 -0.5486 0.03
H 2.76675 1.76423 6.30080 0.0122 -0.1819 0.1065 0.03
H 1.27238 0.82770 5.63666 -0.1331 0.1460 -0.1839 0.08
H 0.03720 -0.60793 4.16856 0.0262 0.0521 -0.0044 0.11
H 1.01341 1.88584 0.83027 0.0297 0.0434 -0.0821 0.08
H 2.29386 3.38632 2.35729 -0.0803 -0.0214 0.0041 0.13
H -1.27913 -1.36657 2.88694 -0.0644 -0.0397 -0.0480 0.13
H -2.61773 -3.36404 2.24407 -0.0255 -0.0142 -0.0570 0.12
H -3.72890 -4.73639 0.45408 0.0279 0.0614 0.0074 0.12
H -3.44275 -4.02940 -1.91894 0.0423 0.0457 0.0253 0.12
H -2.07936 -1.97877 -2.40675 0.0250 -0.0247 -0.0059 0.10
S -1.78780 2.22093 -0.46699 -0.0914 0.3385 0.2539 0.63
C -3.18260 1.32754 -0.71020 -0.1956 -0.4125 -0.2001 -0.89
N -3.48870 0.84782 -1.93260 -0.0815 0.0408 0.0916 0.02
C -4.68809 0.09394 -2.27907 0.1615 0.1031 0.0346 -0.17
C -5.77636 0.37285 -1.26128 -0.0339 0.0312 0.0054 -0.16
C -5.20993 0.16776 0.13169 0.1336 0.1161 0.0379 -0.17
N -4.03562 1.01625 0.29410 0.0728 -0.0074 -0.1199 0.01
H -2.76489 0.99313 -2.62071 0.0460 -0.0586 -0.0701 0.09
H -4.47588 -0.97981 -2.30774 0.0256 -0.0102 -0.0096 0.10
H -5.00549 0.39388 -3.27647 -0.0044 0.0001 -0.0498 0.12
H -6.62188 -0.29407 -1.42916 -0.0043 0.0124 0.0015 0.12
H -6.12391 1.40341 -1.36171 -0.0073 -0.0247 0.0020 0.12
H -4.95039 -0.88812 0.27682 0.0178 -0.0076 0.0152 0.11
H -5.93786 0.44031 0.89379 -0.0104 0.0026 0.0278 0.12
H -3.78189 1.38782 1.19217 -0.0298 0.0295 0.0404 0.12
C 4.96183 2.41347 2.24128 0.0357 -0.0809 0.0593 -0.01
C 4.41939 1.08793 2.70264 0.3584 -0.0864 0.0157 -0.18
C 4.17780 0.83098 4.04021 0.6776 -0.3244 -0.0160 -0.08
C 3.64058 -0.38335 4.44324 0.4559 -0.1218 -0.1746 -0.64
Cl 3.27532 -0.63384 6.13883 0.2933 -0.2458 0.0565 0.73
C 3.34671 -1.36470 3.52416 0.0446 -0.0794 -0.0416 -0.10
C 3.58672 -1.12996 2.17102 0.0190 -0.0016 0.1253 0.01
C 4.12265 0.08744 1.76674 0.0209 -0.0298 -0.1613 -0.22
O 4.39649 0.41232 0.47483 -0.0891 -0.0799 -0.0213 -0.02
C 3.98612 -0.49096 -0.55049 0.0920 0.1831 0.0428 -0.08
C 2.46978 -0.60063 -0.67344 -0.3783 0.4556 -0.0015 -0.65
O 1.92330 -1.70438 -0.62309 0.5320 -0.1298 0.0527 -0.02
O 1.85952 0.52895 -0.81468 -0.2834 -0.7753 0.2186 -0.12
H 4.99055 3.12763 3.06485 0.0115 -0.0379 -0.0616 0.08
H 4.34659 2.82395 1.43772 0.0340 -0.0501 0.0195 0.09
H 5.97058 2.30432 1.83503 -0.0490 -0.0292 0.0128 0.09
H 4.39352 1.59523 4.77890 0.2806 -0.3339 -0.2155 0.11
H 2.92339 -2.30692 3.84912 0.0009 0.0215 -0.0308 0.11
H 3.32621 -1.88975 1.44839 -0.0114 -0.0109 -0.0113 0.11
H 4.41151 -1.47984 -0.39757 0.0577 -0.0931 0.0535 0.13
H 4.37468 -0.06639 -1.47410 0.0495 -0.0007 0.0100 0.14
C -0.30844 -0.19596 -2.60328 0.1783 0.0163 0.1897 -0.15
C -0.39556 -0.23228 -3.81095 -0.1655 -0.0017 -0.3480 -0.12
C -0.48795 -0.26842 -5.25152 0.0082 0.0080 0.1383 -0.26
C -1.41685 0.52473 -5.93228 0.0178 -0.0093 -0.0201 -0.05
C -1.50476 0.48656 -7.31668 0.0204 -0.0247 0.0300 -0.09
C -0.66478 -0.34369 -8.04884 0.0058 0.0117 0.0441 -0.10
C 0.26425 -1.13445 -7.38333 -0.0255 0.0197 0.0361 -0.09
C 0.35292 -1.09841 -5.99902 -0.0051 -0.0252 -0.0089 -0.04
H -2.05981 1.18411 -5.36208 -0.0002 0.0057 -0.0219 0.10
H -2.22856 1.11147 -7.82719 0.0331 -0.0201 0.0307 0.10
H -0.72878 -0.36858 -9.13058 -0.0024 -0.0052 0.0625 0.10
H 0.92556 -1.78265 -7.94668 -0.0224 0.0293 0.0335 0.10
H 1.07666 -1.71164 -5.47694 -0.0092 0.0152 -0.0233 0.11


| no. | molecular weight (g/mol) | orbital gap (eV) | DFT total energy (a.u.) |
| --- | --- | --- | --- |
| 1 | 306.3 | 8.4 | -1299.4681 |
| 2 | 193.2 | 9.4 | -1043.1873 |
| 3 | 1058.8 | 6.6 | -9431.1920 |
| 4 | 749.6 | 6.1 | -2895.7033 |